Record 1
The following is a DFT calculation (ωB97M-V/def2-TZVPD) of a structure of composition C29H47CeN2O2P2.

Last column: Löwdin charge in e.
Element x y z (Å)
C -0.46 3.44 -2.75  -0.05
C -0.59 2.08 -2.36  -0.36
N 0.32 1.57 -1.44  -0.08
C 1.31 2.35 -0.96  -0.34
C 1.42 3.69 -1.29  -0.08
C 0.52 4.24 -2.20  -0.08
C -1.64 1.29 -2.87  -0.30
P -2.24 -0.27 -2.25  0.73
Ce -0.23 -0.43 -0.23  0.72
P 2.64 -0.06 -0.02  0.78
C 2.26 1.75 0.06  -0.29
C 0.44 -3.47 -1.11  -0.16
C -0.75 -4.14 -0.78  -0.09
C -0.67 -5.42 -0.19  -0.09
C 0.57 -6.05 -0.05  -0.09
C 1.72 -5.46 -0.59  -0.09
C 1.63 -4.20 -1.18  -0.10
O -0.92 1.33 -6.92  -0.07
O 1.85 -1.56 -5.30  -0.06
H -1.20 3.83 -3.45  0.11
H 2.22 4.27 -0.83  0.10
H 0.62 5.28 -2.50  0.11
C -3.89 0.08 -1.50  -0.27
C -2.67 -1.18 -3.76  -0.27
H 3.24 2.25 -0.06  0.08
H 1.92 2.02 1.08  0.08
H -1.12 1.15 -7.84  0.02
H -2.16 1.72 -3.73  0.06
C 3.49 -0.39 1.54  -0.22
C 3.96 -0.08 -1.25  -0.23
H -1.73 -3.68 -0.98  0.10
H -1.58 -5.93 0.16  0.11
H 0.65 -7.02 0.44  0.10
H 2.69 -5.97 -0.55  0.10
H 2.48 -3.71 -1.67  0.10
H 1.53 -1.33 -0.31  -0.14
H 1.24 -1.15 -4.66  0.03
H 2.59 -1.87 -4.77  0.02
H 0.05 1.42 -6.92  0.04
H 0.54 -2.38 -1.33  -0.01
H -4.62 0.24 -2.30  0.04
H -4.19 -0.78 -0.89  0.02
H -3.84 0.97 -0.86  0.04
H -3.65 -0.84 -4.13  0.04
H -1.90 -1.01 -4.52  0.04
H -2.72 -2.25 -3.50  0.03
H 4.86 0.39 -0.80  0.05
H 4.20 -1.11 -1.54  0.04
H 3.67 0.50 -2.14  0.06
H 4.51 0.04 1.49  0.05
H 2.96 0.06 2.39  0.04
H 3.57 -1.47 1.68  0.05
C 1.86 2.39 4.94  -0.06
C 0.90 2.30 3.78  -0.28
C 0.49 3.46 3.11  -0.02
C -0.44 3.43 2.07  -0.27
C -0.88 4.68 1.38  -0.05
C -0.99 2.19 1.71  -0.01
C -0.59 1.01 2.37  -0.32
C 0.36 1.07 3.41  -0.02
N -1.07 -0.22 1.84  -0.21
C -1.71 -1.28 2.65  -0.64
C -0.70 -2.38 2.99  -0.04
C -2.30 -0.69 3.94  -0.04
C -2.84 -1.88 1.82  -0.05
H 2.69 3.06 4.69  0.08
H 1.38 2.78 5.85  0.09
H 2.26 1.39 5.18  0.07
H 0.90 4.43 3.42  0.12
H -1.68 5.21 1.93  0.09
H -0.04 5.38 1.28  0.08
H -1.27 4.46 0.38  0.07
H -1.80 2.14 0.95  0.12
H 0.66 0.15 3.91  0.11
H 0.17 -1.97 3.52  0.08
H -1.19 -3.12 3.64  0.09
H -0.34 -2.90 2.09  0.08
H -3.01 0.11 3.70  0.09
H -2.82 -1.50 4.47  0.09
H -1.51 -0.28 4.59  0.07
H -3.54 -1.11 1.48  0.08
H -2.48 -2.43 0.93  0.06
H -3.38 -2.60 2.45  0.09

HOMO (spin up / spin down) ... -5.28 / -5.24 eV
Gap between HOMO and LUMO (spin up / spin down) ... 5.539 / 5.493 eV
2S+1 ... 2
Charge ... 0
Energy relative to the best compared isomer or geometry (same formula, charge and spin) ... 0.0 kcal per mole



Record 2
The following is a DFT calculation (ωB97M-V/def2-TZVPD) of a structure of composition C29H47GeIrN2SSi4.

Last column: Löwdin charge in e.
Element x y z (Å)
Ir 0.14 0.27 -0.18  0.51
C 0.92 3.42 2.31  -0.22
Si -0.25 2.12 2.96  0.32
C -2.02 2.51 2.46  -0.20
C -0.15 2.10 4.83  -0.21
Ge 0.36 -0.11 2.22  0.56
Si 2.28 -0.90 3.45  0.33
C 1.62 -1.29 5.16  -0.21
C 3.00 -2.45 2.72  -0.20
C 3.54 0.49 3.59  -0.21
Si -1.52 -1.59 2.68  0.35
C -2.07 -1.12 4.41  -0.21
C -2.99 -1.38 1.54  -0.20
C -0.88 -3.35 2.68  -0.20
H 0.62 4.41 2.67  0.04
H 0.97 3.46 1.22  -0.01
H 1.94 3.24 2.66  0.03
H -2.25 3.56 2.68  0.04
H -2.72 1.89 3.02  0.03
H -2.22 2.35 1.40  -0.01
H -0.48 3.07 5.22  0.04
H 0.86 1.93 5.19  0.02
H -0.80 1.34 5.27  0.02
H 0.92 -2.12 5.14  0.02
H 1.14 -0.43 5.63  0.02
H 2.46 -1.58 5.80  0.05
H 2.26 -3.26 2.72  0.03
H 3.85 -2.78 3.33  0.05
H 3.36 -2.33 1.69  0.00
H 3.12 1.33 4.14  0.02
H 3.88 0.87 2.62  0.02
H 4.41 0.13 4.14  0.04
H -2.50 -0.11 4.44  0.02
H -1.26 -1.16 5.14  0.02
H -2.85 -1.81 4.73  0.05
H -3.32 -0.34 1.50  0.02
H -3.82 -1.97 1.93  0.05
H -2.78 -1.75 0.53  -0.01
H -0.28 -3.54 3.57  0.03
H -0.27 -3.56 1.81  0.00
H -1.71 -4.06 2.69  0.04
C 0.69 -1.02 -3.30  -0.18
Si 0.40 -1.63 -1.56  0.45
C 1.73 -2.78 -0.96  -0.17
C -1.27 -2.49 -1.51  -0.30
C -1.47 -3.66 -0.78  -0.11
C -2.72 -4.27 -0.74  -0.07
C -3.78 -3.72 -1.44  -0.06
C -3.59 -2.58 -2.21  -0.07
C -2.35 -1.98 -2.25  -0.13
H 0.59 -1.87 -3.99  0.05
H 1.69 -0.61 -3.42  0.01
H -0.03 -0.26 -3.61  0.03
H 1.70 -3.69 -1.56  0.05
H 1.59 -3.06 0.09  0.01
H 2.72 -2.33 -1.06  0.02
H -0.65 -4.11 -0.25  0.09
H -2.86 -5.18 -0.17  0.11
H -4.76 -4.20 -1.41  0.11
H -4.42 -2.17 -2.78  0.11
H -2.20 -1.11 -2.88  0.10
N -6.26 1.05 -1.14  0.20
C -5.18 1.45 -1.18  -0.16
C -3.84 1.96 -1.24  -0.18
C -3.56 3.28 -1.57  0.03
C -2.24 3.68 -1.61  -0.01
C -1.25 2.77 -1.31  -0.12
N -1.52 1.49 -0.99  -0.06
C -2.79 1.10 -0.96  -0.09
H -4.37 3.97 -1.79  0.14
H -1.97 4.70 -1.86  0.12
H -0.20 3.05 -1.35  0.08
H -2.98 0.07 -0.70  0.09
S 1.90 1.41 -0.82  0.64
C 3.34 0.43 -1.13  -0.63
C 3.88 0.43 -2.41  -0.13
C 5.05 -0.27 -2.66  -0.06
C 5.69 -0.96 -1.64  -0.06
C 5.16 -0.93 -0.35  -0.07
C 3.99 -0.24 -0.10  -0.14
H 3.38 0.97 -3.21  0.10
H 5.47 -0.28 -3.66  0.11
H 6.60 -1.50 -1.83  0.11
H 5.66 -1.46 0.45  0.11
H 3.57 -0.21 0.90  0.05

HOMO (spin up / spin down) ... -10.68 / -11.02 eV
Gap between HOMO and LUMO (spin up / spin down) ... 6.515 / 6.839 eV
2S+1 ... 2
Charge ... +1
Energy relative to the best compared isomer or geometry (same formula, charge and spin) ... 15.2 kcal per mole



Record 3
The following is a DFT calculation (ωB97M-V/def2-TZVPD) of a structure of composition C29H47I2IrN10O.

Last column: Löwdin charge in e.
Element x y z (Å)
Ir -0.30 0.24 0.10  1.27
I 5.09 -5.67 -1.58  1.06
C 3.68 -4.40 -0.82  -0.72
C 2.76 -4.87 0.14  -0.21
C 1.83 -4.01 0.66  -0.61
I 0.46 -4.72 2.03  1.09
C 1.78 -2.61 0.26  -0.40
O 0.98 -1.82 0.79  -0.09
C 2.70 -2.19 -0.77  -0.11
C 2.68 -0.81 -1.39  -0.15
N 1.97 0.30 -0.72  -0.13
C 2.17 1.48 -1.58  -0.16
C 1.47 2.70 -1.10  -0.27
C 2.07 3.95 -1.24  0.01
C 1.35 5.09 -0.91  -0.02
C 0.06 4.93 -0.44  -0.03
C -0.44 3.65 -0.29  -0.16
N 0.23 2.54 -0.61  0.02
C 3.63 -3.07 -1.26  -0.10
H 2.79 -5.90 0.45  0.09
H 2.24 -0.89 -2.39  0.13
H 3.72 -0.51 -1.54  0.14
H 2.41 0.48 0.18  0.13
H 1.78 1.22 -2.57  0.14
H 3.24 1.69 -1.71  0.13
H 3.08 4.02 -1.62  0.13
H 1.79 6.07 -1.02  0.13
H -0.55 5.78 -0.18  0.12
H -1.44 3.53 0.11  0.09
H 4.34 -2.74 -2.01  0.11
C 0.78 -1.58 4.71  -0.03
N 1.05 -0.24 4.20  -0.06
C 1.98 0.57 4.99  -0.10
C 2.02 1.90 4.24  -0.10
N 1.08 1.70 3.15  -0.10
C 0.38 2.86 2.65  -0.05
C 0.48 0.47 3.20  -0.35
N -0.45 0.12 2.35  -0.05
C -1.20 -1.10 2.63  -0.25
C -2.31 -1.31 1.62  -0.22
N -1.77 -1.36 0.27  -0.05
C -2.41 -1.94 -0.71  -0.36
N -1.89 -2.10 -1.96  -0.09
C -0.66 -1.55 -2.45  -0.06
C -2.91 -2.55 -2.90  -0.11
C -3.94 -3.16 -1.97  -0.11
N -3.69 -2.44 -0.72  -0.08
C -4.53 -2.80 0.41  -0.03
H 1.60 -1.83 5.38  0.10
H 0.76 -2.32 3.92  0.02
H -0.15 -1.61 5.29  0.10
H 2.96 0.08 5.02  0.13
H 1.62 0.67 6.01  0.13
H 3.02 2.14 3.86  0.13
H 1.69 2.73 4.87  0.13
H 1.02 3.45 1.98  0.08
H 0.07 3.50 3.48  0.10
H -0.50 2.53 2.12  0.05
H -1.67 -1.05 3.62  0.13
H -0.56 -1.97 2.59  0.01
H -3.06 -0.52 1.69  0.10
H -2.79 -2.25 1.90  0.10
H 0.15 -1.79 -1.77  0.05
H -0.71 -0.46 -2.60  0.08
H -0.45 -2.01 -3.41  0.11
H -2.49 -3.28 -3.60  0.13
H -3.32 -1.72 -3.48  0.13
H -3.79 -4.24 -1.83  0.14
H -4.96 -2.99 -2.30  0.13
H -5.47 -3.16 0.00  0.10
H -4.75 -1.94 1.03  0.08
H -4.10 -3.61 1.01  0.10
C -6.17 0.63 -0.60  -0.04
C -5.00 1.60 -0.52  -0.62
C -5.16 2.50 0.71  -0.04
C -4.93 2.44 -1.79  -0.04
N -3.81 0.74 -0.33  -0.06
N -2.56 1.43 -0.26  -0.04
H -7.11 1.17 -0.72  0.10
H -6.24 0.03 0.30  0.08
H -6.06 -0.04 -1.46  0.08
H -6.13 2.99 0.69  0.10
H -4.41 3.30 0.74  0.07
H -5.09 1.92 1.62  0.09
H -5.83 3.05 -1.90  0.10
H -4.85 1.81 -2.68  0.09
H -4.09 3.14 -1.79  0.07
H -3.75 0.10 -1.11  0.10
H -2.58 1.97 0.59  0.06
H -2.45 2.08 -1.04  0.06

HOMO (spin up / spin down) ... -12.60 / -12.94 eV
Gap between HOMO and LUMO (spin up / spin down) ... 8.059 / 5.741 eV
2S+1 ... 5
Charge ... +2
Energy relative to the best compared isomer or geometry (same formula, charge and spin) ... 0.0 kcal per mole



Which formula does entry 2 have?
C29H47GeIrN2SSi4



The lowest charge belongs to which entry?
C29H47CeN2O2P2



What did the first record say?
The following is a DFT calculation (ωB97M-V/def2-TZVPD) of a structure of composition C29H47CeN2O2P2.

Last column: Löwdin charge in e.
Element x y z (Å)
C -0.46 3.44 -2.75  -0.05
C -0.59 2.08 -2.36  -0.36
N 0.32 1.57 -1.44  -0.08
C 1.31 2.35 -0.96  -0.34
C 1.42 3.69 -1.29  -0.08
C 0.52 4.24 -2.20  -0.08
C -1.64 1.29 -2.87  -0.30
P -2.24 -0.27 -2.25  0.73
Ce -0.23 -0.43 -0.23  0.72
P 2.64 -0.06 -0.02  0.78
C 2.26 1.75 0.06  -0.29
C 0.44 -3.47 -1.11  -0.16
C -0.75 -4.14 -0.78  -0.09
C -0.67 -5.42 -0.19  -0.09
C 0.57 -6.05 -0.05  -0.09
C 1.72 -5.46 -0.59  -0.09
C 1.63 -4.20 -1.18  -0.10
O -0.92 1.33 -6.92  -0.07
O 1.85 -1.56 -5.30  -0.06
H -1.20 3.83 -3.45  0.11
H 2.22 4.27 -0.83  0.10
H 0.62 5.28 -2.50  0.11
C -3.89 0.08 -1.50  -0.27
C -2.67 -1.18 -3.76  -0.27
H 3.24 2.25 -0.06  0.08
H 1.92 2.02 1.08  0.08
H -1.12 1.15 -7.84  0.02
H -2.16 1.72 -3.73  0.06
C 3.49 -0.39 1.54  -0.22
C 3.96 -0.08 -1.25  -0.23
H -1.73 -3.68 -0.98  0.10
H -1.58 -5.93 0.16  0.11
H 0.65 -7.02 0.44  0.10
H 2.69 -5.97 -0.55  0.10
H 2.48 -3.71 -1.67  0.10
H 1.53 -1.33 -0.31  -0.14
H 1.24 -1.15 -4.66  0.03
H 2.59 -1.87 -4.77  0.02
H 0.05 1.42 -6.92  0.04
H 0.54 -2.38 -1.33  -0.01
H -4.62 0.24 -2.30  0.04
H -4.19 -0.78 -0.89  0.02
H -3.84 0.97 -0.86  0.04
H -3.65 -0.84 -4.13  0.04
H -1.90 -1.01 -4.52  0.04
H -2.72 -2.25 -3.50  0.03
H 4.86 0.39 -0.80  0.05
H 4.20 -1.11 -1.54  0.04
H 3.67 0.50 -2.14  0.06
H 4.51 0.04 1.49  0.05
H 2.96 0.06 2.39  0.04
H 3.57 -1.47 1.68  0.05
C 1.86 2.39 4.94  -0.06
C 0.90 2.30 3.78  -0.28
C 0.49 3.46 3.11  -0.02
C -0.44 3.43 2.07  -0.27
C -0.88 4.68 1.38  -0.05
C -0.99 2.19 1.71  -0.01
C -0.59 1.01 2.37  -0.32
C 0.36 1.07 3.41  -0.02
N -1.07 -0.22 1.84  -0.21
C -1.71 -1.28 2.65  -0.64
C -0.70 -2.38 2.99  -0.04
C -2.30 -0.69 3.94  -0.04
C -2.84 -1.88 1.82  -0.05
H 2.69 3.06 4.69  0.08
H 1.38 2.78 5.85  0.09
H 2.26 1.39 5.18  0.07
H 0.90 4.43 3.42  0.12
H -1.68 5.21 1.93  0.09
H -0.04 5.38 1.28  0.08
H -1.27 4.46 0.38  0.07
H -1.80 2.14 0.95  0.12
H 0.66 0.15 3.91  0.11
H 0.17 -1.97 3.52  0.08
H -1.19 -3.12 3.64  0.09
H -0.34 -2.90 2.09  0.08
H -3.01 0.11 3.70  0.09
H -2.82 -1.50 4.47  0.09
H -1.51 -0.28 4.59  0.07
H -3.54 -1.11 1.48  0.08
H -2.48 -2.43 0.93  0.06
H -3.38 -2.60 2.45  0.09

HOMO (spin up / spin down) ... -5.28 / -5.24 eV
Gap between HOMO and LUMO (spin up / spin down) ... 5.539 / 5.493 eV
2S+1 ... 2
Charge ... 0
Energy relative to the best compared isomer or geometry (same formula, charge and spin) ... 0.0 kcal per mole



Among the records above, which one has the highest 2S+1?
C29H47I2IrN10O